[1]
Entry from OMol25: a 3-piece molecular cluster, C11H24BO8P overall in a non-equilibrium geometry (ωB97M-V/def2-TZVPD).

The geometry in ORCA input format:
```
! RIJCOSX wB97M-V def2-TZVPD def2/J DEFGRID3
* xyz 0 1
C 2.063 -1.404 0.807
C 3.342 -1.259 1.389
C 4.954 -0.927 1.613
P 6.032 -2.470 1.933
O 6.968 -3.914 2.373
B 5.008 -3.601 0.777
O 4.389 -4.822 1.399
C 4.764 -3.401 -0.836
C 5.803 -2.372 -1.577
H 0.946 -1.292 0.400
H 5.409 -0.255 0.744
H 4.991 -0.238 2.587
H 7.253 -1.810 1.517
H 5.609 -2.399 3.339
H 6.648 -4.139 3.314
H 4.422 -4.719 2.409
H 3.634 -3.072 -0.987
H 4.829 -4.492 -1.318
H 5.446 -2.300 -2.713
H 6.893 -2.797 -1.612
H 5.780 -1.274 -1.151
C -1.470 0.368 3.865
O -2.372 1.318 3.300
C -2.231 1.495 1.962
O -1.424 0.925 1.245
O -3.142 2.417 1.561
C -3.109 2.706 0.165
H -1.672 0.306 4.938
H -1.630 -0.623 3.427
H -0.433 0.691 3.728
H -3.334 1.809 -0.420
H -2.137 3.123 -0.120
H -3.878 3.455 -0.043
C -6.907 2.708 -0.870
O -5.983 2.667 -1.956
C -6.537 2.916 -3.169
O -7.714 3.159 -3.384
O -5.554 2.846 -4.102
C -5.994 3.088 -5.437
H -6.356 2.495 0.051
H -7.355 3.702 -0.781
H -7.681 1.943 -0.993
H -6.406 4.099 -5.531
H -6.731 2.339 -5.743
H -5.127 3.008 -6.099
*
```

Results
SMILES   C#CC[PH2](O)B(O)CC.COC(=O)OC.COC(=O)OC
Frontier orbital gap   9.55 eV
Lowest unoccupied orbital energy   0.47 eV
Highest occupied orbital energy   -9.1 eV

***

[2]
Entry from OMol25: C11H24Cl2N2O2PSV as an isolated structure in a non-equilibrium geometry (ωB97M-V/def2-TZVPD).

The geometry in ORCA input format:
```
! RIJCOSX wB97M-V def2-TZVPD def2/J DEFGRID3
* xyz 2 3
C -1.163 6.214 2.599
C -0.960 4.918 1.864
H -0.246 6.803 2.720
H -1.564 5.994 3.594
H -1.897 6.822 2.061
O 0.050 4.420 1.430
Cl -2.552 4.087 1.597
V -0.465 0.670 0.144
P -0.627 1.450 -1.982
C 0.705 1.381 -3.226
C -2.065 0.652 -2.779
H -1.881 3.221 -0.879
H -1.425 3.636 -2.579
H -0.221 3.722 -1.234
C -1.085 3.175 -1.642
H -2.912 0.656 -2.075
H -2.337 1.185 -3.701
H 0.420 1.946 -4.130
H 0.878 0.321 -3.495
H -1.808 -0.393 -3.018
H 1.636 1.792 -2.798
C 1.349 0.885 -0.032
O 2.526 0.878 -0.154
Cl -1.555 1.131 1.991
C 1.043 -3.222 -1.790
N 1.043 -3.540 -0.358
C 1.427 -4.908 -0.020
C 0.417 -2.709 0.495
S -0.620 -1.483 -0.261
N 0.550 -2.756 1.836
C 1.482 -3.640 2.534
C -0.153 -1.794 2.676
H 1.676 -3.969 -2.284
H 1.497 -2.233 -1.942
H 0.034 -3.243 -2.230
H 2.388 -4.911 0.498
H 0.676 -5.435 0.581
H 1.575 -5.447 -0.962
H 1.528 -3.320 3.579
H 1.101 -4.674 2.549
H 2.497 -3.605 2.119
H 0.233 -0.773 2.520
H -1.225 -1.827 2.466
H 0.033 -2.079 3.719
*
```

Results
Expectation value of S²   2.035
Frontier orbital gap (spin up / spin down)   6.96 / 7.13 eV
Lowest unoccupied orbital energy (spin up / spin down)   -8.80 / -8.63 eV
Highest occupied orbital energy (spin up / spin down)   -15.8 / -15.8 eV
Relative energy (zero: lowest compared OMol25 entry of this formula, charge and spin)   0.0 kJ/mol

***

[3]
Entry from OMol25: C11H24ClI2IrN2P2 as an isolated structure in a non-equilibrium geometry (ωB97M-V/def2-TZVPD).

The geometry in ORCA input format:
```
! RIJCOSX wB97M-V def2-TZVPD def2/J DEFGRID3
* xyz 3 6
I -0.043 -4.454 -4.224
I 1.547 -5.921 -2.637
Ir 0.539 -0.370 0.814
P 2.404 0.683 -0.071
C 3.181 -0.062 -1.554
C 2.098 2.417 -0.577
H 3.023 2.901 -0.910
H 4.621 1.411 0.678
H 1.683 2.952 0.281
H 3.425 1.325 2.011
H 2.447 -0.107 -2.364
H 1.364 2.431 -1.387
C 3.797 0.833 1.109
H 4.048 0.522 -1.880
H 4.150 -0.167 1.377
H 3.496 -1.084 -1.323
P -1.330 -1.209 1.898
C -2.090 -2.736 1.229
C -1.039 -1.615 3.661
H -2.369 0.899 2.414
H -3.559 -0.436 2.558
H -3.073 0.181 0.951
C -2.730 -0.031 1.967
H -0.630 -0.727 4.150
H -1.967 -1.922 4.154
H -2.960 -3.035 1.823
H -1.351 -3.542 1.237
H -0.303 -2.421 3.728
H -2.397 -2.564 0.194
Cl 0.528 1.361 2.456
N -0.168 -0.922 -2.160
C -0.795 0.283 -1.772
C -1.547 1.013 -2.707
C -2.158 2.204 -2.321
C -2.015 2.657 -1.016
C -1.257 1.913 -0.113
N -0.657 0.740 -0.490
H 0.380 -1.467 -1.479
H -0.247 -1.265 -3.128
H -1.656 0.665 -3.725
H -2.738 2.780 -3.031
H -2.483 3.582 -0.702
H -1.169 2.304 0.880
*
```

Results
Expectation value of S²   8.798
Frontier orbital gap (spin up / spin down)   4.37 / 3.57 eV
Lowest unoccupied orbital energy (spin up / spin down)   -12.16 / -14.01 eV
Highest occupied orbital energy (spin up / spin down)   -16.5 / -17.6 eV
Relative energy (zero: lowest compared OMol25 entry of this formula, charge and spin)   0.0 kJ/mol

***

[4]
Entry from OMol25: C11H24ClN9O3S2Yb as an isolated structure in a non-equilibrium geometry (ωB97M-V/def2-TZVPD).

The geometry in ORCA input format:
```
! RIJCOSX wB97M-V def2-TZVPD def2/J DEFGRID3
* xyz 3 2
Yb 5.430 3.341 15.109
N 7.652 4.841 15.879
N 8.743 4.518 14.990
C 8.872 3.282 14.458
N 10.003 3.057 13.758
S 7.697 2.004 14.683
H 7.627 5.840 15.931
H 7.888 4.588 16.799
H 9.599 5.041 14.927
H 10.749 3.796 13.769
H 10.243 2.178 13.287
N 3.138 4.904 16.245
N 2.286 3.931 16.866
C 2.277 2.673 16.320
N 1.351 1.775 16.636
N 3.314 2.483 15.494
N 3.559 1.240 15.008
O 4.737 1.202 14.631
O 2.740 0.342 14.876
H 3.375 5.676 16.911
H 2.661 5.428 15.539
H 1.501 4.364 17.343
H 0.576 1.971 17.228
H 1.658 0.851 16.325
Cl 5.409 -0.714 19.439
C 5.454 0.931 19.070
C 5.177 1.885 20.053
C 5.244 3.229 19.747
C 5.508 3.598 18.464
N 5.672 2.714 17.501
C 5.630 1.397 17.793
H 5.030 1.552 21.069
H 5.211 3.967 20.488
H 5.525 4.623 18.187
H 5.868 0.745 17.000
C 7.078 6.331 10.605
C 6.698 5.840 12.004
S 4.973 5.339 12.096
O 5.093 4.526 13.399
C 4.921 4.207 10.737
C 5.865 3.017 10.811
H 8.030 6.820 10.639
H 6.410 7.120 10.353
H 6.950 5.522 9.897
H 6.864 6.584 12.819
H 7.153 4.883 12.228
H 4.997 4.805 9.812
H 3.942 3.875 10.814
H 6.860 3.368 10.878
H 5.764 2.355 9.946
H 5.663 2.459 11.729
*
```

Results
Expectation value of S²   0.751
Frontier orbital gap (spin up / spin down)   8.17 / 8.11 eV
Lowest unoccupied orbital energy (spin up / spin down)   -9.47 / -9.53 eV
Highest occupied orbital energy (spin up / spin down)   -17.6 / -17.6 eV

***

[5]
Entry from OMol25: C11H24F5HgN3NbO2Te as an isolated structure in a non-equilibrium geometry (ωB97M-V/def2-TZVPD).

The geometry in ORCA input format:
```
! RIJCOSX wB97M-V def2-TZVPD def2/J DEFGRID3
* xyz 2 2
N 1.798 -0.258 0.758
C 2.906 -0.934 1.077
O 3.872 -1.153 0.294
Hg 2.598 -0.589 -1.449
Nb -0.035 0.012 0.444
N -0.596 -1.476 -0.823
N -0.343 1.717 -0.575
C -0.459 -2.923 -0.485
C 0.278 3.063 -0.672
C 0.732 -3.531 -1.261
C -1.757 -3.691 -0.816
C -0.182 -3.049 1.025
C -0.023 3.691 -2.051
C -0.258 3.978 0.453
C 1.801 2.926 -0.519
H 0.640 -3.347 -2.347
H 0.791 -4.623 -1.112
H 1.681 -3.098 -0.895
H -2.621 -3.212 -0.322
H -1.683 -4.730 -0.452
H -1.953 -3.730 -1.901
H 0.716 -2.474 1.320
H 0.004 -4.103 1.294
H -1.045 -2.694 1.613
H 0.286 3.007 -2.862
H 0.533 4.637 -2.165
H -1.095 3.919 -2.176
H -1.359 4.049 0.417
H 0.149 5.000 0.357
H 0.029 3.575 1.437
H 2.053 2.402 0.418
H 2.279 3.920 -0.515
H 2.214 2.357 -1.376
C -1.747 1.635 -0.984
H -2.154 0.636 -0.709
H -2.395 2.382 -0.482
H -1.883 1.721 -2.080
C -1.184 -1.191 -2.133
H -2.276 -1.386 -2.166
H -1.020 -0.130 -2.384
H -0.719 -1.798 -2.938
F 1.257 1.482 3.224
Te 0.213 -0.065 3.952
F -1.048 1.230 4.820
F 1.456 -1.420 3.213
F 1.371 -0.068 5.584
F -0.849 -1.613 4.670
O -0.975 -0.058 2.279
*
```

Results
Expectation value of S²   0.783
Frontier orbital gap (spin up / spin down)   5.89 / 5.06 eV
Lowest unoccupied orbital energy (spin up / spin down)   -10.80 / -11.55 eV
Highest occupied orbital energy (spin up / spin down)   -16.7 / -16.6 eV

***

[6]
Entry from OMol25: C11H24F9HfN8O25S3 as an isolated structure in a non-equilibrium geometry (ωB97M-V/def2-TZVPD).

The geometry in ORCA input format:
```
! RIJCOSX wB97M-V def2-TZVPD def2/J DEFGRID3
* xyz 1 1
Hf 17.321 22.325 34.678
C 17.759 25.827 37.613
F 17.801 26.555 36.532
F 18.653 26.224 38.465
F 16.574 25.862 38.161
S 18.035 23.998 37.152
O 18.476 23.271 38.322
O 16.783 23.476 36.553
O 18.835 23.734 35.911
C 12.543 22.028 35.341
F 11.497 21.313 35.676
F 12.236 22.726 34.222
F 12.925 22.902 36.258
S 13.972 20.884 34.857
O 14.152 19.952 35.956
O 13.673 20.289 33.578
O 15.185 21.790 34.766
C 21.119 23.928 32.996
F 22.035 23.252 32.369
F 21.282 23.822 34.276
F 21.150 25.172 32.605
S 19.400 23.226 32.540
O 19.169 23.035 31.140
O 19.199 21.961 33.299
O 18.353 23.973 33.299
C 16.182 20.001 38.695
N 17.102 19.997 37.533
O 16.785 20.698 36.564
O 18.076 19.298 37.523
H 16.528 20.726 39.420
H 16.277 19.017 39.146
H 15.212 20.217 38.266
C 14.986 26.423 33.624
N 15.291 25.439 34.665
O 15.959 24.457 34.346
O 14.778 25.581 35.740
H 15.696 26.340 32.808
H 15.011 27.416 34.060
H 13.980 26.178 33.285
C 18.743 22.088 41.177
N 19.499 20.828 41.107
O 18.935 19.849 40.655
O 20.679 20.886 41.388
H 19.327 22.788 40.580
H 18.804 22.552 42.160
H 17.734 22.035 40.794
C 20.843 28.317 35.343
N 20.921 27.561 36.615
O 21.113 28.146 37.650
O 20.797 26.350 36.532
H 21.839 28.247 34.900
H 20.770 29.371 35.594
H 20.145 27.811 34.691
C 20.965 20.801 37.175
N 20.481 20.898 35.783
O 19.278 21.142 35.631
O 21.254 20.746 34.886
H 22.039 20.943 37.125
H 20.664 19.822 37.550
H 20.503 21.521 37.845
C 16.434 27.332 41.987
N 15.035 27.873 41.822
O 14.099 27.118 42.009
O 14.963 28.967 41.292
H 16.274 26.331 42.375
H 16.862 27.954 42.770
H 16.900 27.410 41.015
C 21.763 24.823 39.829
N 22.613 24.591 38.614
O 22.362 23.623 37.940
O 23.337 25.502 38.303
H 21.754 23.849 40.328
H 20.774 25.037 39.443
H 22.297 25.457 40.526
C 13.307 24.063 39.749
N 14.052 22.849 39.395
O 14.676 22.884 38.355
O 14.189 22.007 40.261
H 13.871 24.960 39.514
H 13.018 24.132 40.795
H 12.352 24.112 39.226
*
```

Results
Frontier orbital gap   8.35 eV
Lowest unoccupied orbital energy   -5.03 eV
Highest occupied orbital energy   -13.4 eV

***

no.,electronic energy (a.u.)
1,-1401.4486
2,-3296.8994
3,-2384.5603
4,-3566.3982
5,-1725.2578
6,-4893.0299